Below is C11H16Cl2N4SbSe4W as an isolated structure in a non-equilibrium geometry, with properties calculated with ωB97M-V with the def2-TZVPD basis set.

Last column: Mulliken charge in e.
Cartesian coordinates (Å):
W: -0.820 0.933 0.490  0.55
Se: 2.884 3.213 2.020  -0.37
Sb: 0.617 3.295 2.596  0.85
Se: -0.241 0.720 2.764  -0.27
Se: -0.866 3.206 0.051  -0.26
Se: -0.968 4.441 3.882  -0.35
C: 2.884 -1.686 1.737  -1.26
N: 1.896 -1.388 0.705  0.30
C: 0.715 -2.247 0.667  -1.08
C: 1.991 -0.317 -0.091  0.65
N: 0.880 0.331 -0.496  -0.44
N: 3.185 0.087 -0.543  0.18
C: 3.369 1.400 -1.152  -1.28
C: 4.311 -0.831 -0.704  -1.22
H: 2.354 -1.859 2.675  0.44
H: 3.546 -0.836 1.878  0.39
H: 3.468 -2.575 1.497  0.36
H: 1.031 -3.258 0.918  0.35
H: 0.282 -2.250 -0.331  0.35
H: -0.050 -1.946 1.386  0.34
H: 1.025 0.801 -1.383  0.28
H: 2.669 2.117 -0.730  0.41
H: 3.253 1.345 -2.238  0.38
H: 4.377 1.745 -0.929  0.36
H: 3.969 -1.860 -0.641  0.43
H: 5.082 -0.651 0.046  0.35
H: 4.739 -0.671 -1.692  0.42
Cl: -3.789 1.544 1.401  -0.15
C: -4.355 0.619 0.045  0.85
C: -5.673 0.637 -0.363  -0.76
C: -6.032 -0.101 -1.479  -0.30
C: -5.085 -0.843 -2.179  -0.66
C: -3.775 -0.852 -1.749  0.58
Cl: -2.571 -1.760 -2.598  -0.19
C: -3.384 -0.125 -0.621  -0.25
N: -2.087 -0.090 -0.151  -0.21
H: -6.404 1.221 0.176  0.43
H: -7.060 -0.096 -1.813  0.38
H: -5.367 -1.412 -3.053  0.43

Summary:
Charge ... +1
ΔE to the lowest compared entry with this formula, charge and spin ... 0.570 eV
LUMO ... -4.8380 eV
HOMO energy ... -11.4 eV

***

Below is an isolated ion of composition C6H4N3O5 and charge -1 in a non-equilibrium geometry, with properties calculated with ωB97M-V with the def2-TZVPD basis set.

Last column: Mulliken charge in e.
Cartesian coordinates (Å):
C: -0.206 1.515 -1.357  0.28
C: 1.727 0.492 0.204  0.53
C: 0.530 -1.392 -1.908  0.60
C: 0.150 -0.257 1.753  0.39
C: 0.367 0.627 -0.343  0.61
C: -1.936 0.020 0.525  -1.05
N: 0.069 0.287 -1.707  -0.41
N: 1.486 0.006 1.481  -0.10
N: -0.520 0.166 0.691  0.12
O: -0.586 2.620 -1.651  -0.70
O: 2.838 0.747 -0.205  -0.70
O: 0.173 -1.873 -2.908  -0.56
O: -0.204 -0.821 2.784  -0.72
O: 0.937 -1.638 -0.808  -0.52
H: -2.251 0.366 -0.446  0.35
H: -2.313 -0.983 0.699  0.33
H: -2.465 0.511 1.283  0.37
H: 2.204 -0.393 1.912  0.17

Summary:
Charge ... -1
ΔE to the lowest compared entry with this formula, charge and spin ... 1.604 eV
SMILES string ... CN1C(=O)NC(=O)[C@]12C(=O)N2C(=O)[O-]
LUMO ... 3.5357 eV
HOMO energy ... -5.2 eV

***

Below is C18H32MoN2O3S4 as an isolated structure, with properties calculated with ωB97M-V with the def2-TZVPD basis set.

Last column: Mulliken charge in e.
Cartesian coordinates (Å):
Mo: 1.082 0.292 0.038  0.66
C: -0.898 -2.743 1.650  -0.79
C: -1.522 -1.818 2.689  -0.80
S: -2.753 -0.598 2.143  -0.04
C: -3.971 -1.657 1.290  -0.84
C: -4.037 -1.409 -0.227  -0.69
S: -2.361 -0.995 -0.782  0.11
C: -2.297 -1.353 -2.550  -1.05
C: -1.125 -0.578 -3.146  -0.85
S: 0.517 -0.615 -2.328  0.25
C: 0.941 -2.362 -2.082  -0.74
C: 0.306 -3.046 -0.878  -0.88
S: 0.556 -2.151 0.695  0.37
H: -1.632 -3.065 0.914  0.30
H: -0.510 -3.626 2.157  0.57
H: -0.770 -1.246 3.232  0.39
H: -2.001 -2.461 3.429  0.60
H: -4.949 -1.471 1.731  0.50
H: -3.723 -2.697 1.502  0.34
H: -4.702 -0.582 -0.467  0.43
H: -4.388 -2.299 -0.748  0.41
H: -3.205 -1.007 -3.047  0.52
H: -2.204 -2.425 -2.730  0.36
H: -1.341 0.489 -3.182  0.40
H: -0.920 -0.913 -4.163  0.63
H: 2.028 -2.358 -2.009  0.23
H: 0.682 -2.906 -2.991  0.67
H: 0.744 -4.037 -0.758  0.61
H: -0.768 -3.146 -1.007  0.36
O: -0.887 1.528 -0.790  -0.13
C: -0.858 2.856 -0.268  -0.71
C: 0.544 3.341 -0.466  0.63
C: 0.818 4.678 -0.671  -1.13
C: 2.126 5.086 -0.866  -0.28
C: 3.127 4.126 -0.873  -1.18
C: 2.785 2.811 -0.666  -0.13
N: 1.516 2.404 -0.452  0.22
H: -1.690 1.031 -0.524  -0.02
H: -1.121 2.867 0.793  0.36
H: -1.557 3.496 -0.804  0.57
H: 0.003 5.390 -0.684  0.51
H: 2.358 6.130 -1.027  0.46
H: 4.162 4.389 -1.039  0.50
H: 3.537 2.040 -0.670  0.55
C: 4.824 -0.471 -1.322  -1.28
C: 4.067 -0.657 -0.008  0.93
C: 4.681 0.169 1.130  -1.33
C: 4.039 -2.137 0.392  -1.54
N: 2.682 -0.221 -0.197  -0.09
H: 5.855 -0.800 -1.191  0.44
H: 4.842 0.574 -1.634  0.35
H: 4.377 -1.066 -2.121  0.33
H: 5.651 -0.256 1.391  0.46
H: 4.048 0.139 2.016  0.37
H: 4.842 1.207 0.840  0.37
H: 5.066 -2.480 0.514  0.52
H: 3.572 -2.753 -0.378  0.28
H: 3.514 -2.281 1.336  0.37
O: -0.113 0.852 1.685  -0.22
O: 1.134 0.692 2.060  -0.23

Summary:
Charge ... +2
ΔE to the lowest compared entry with this formula, charge and spin ... 0.039 eV
Spin multiplicity ... 3
LUMO (alpha / beta) ... -6.2784 / -7.6581 eV
HOMO energy (alpha / beta) ... -14.1 / -14.1 eV

***

Question: Which formula does entry 1 have?
Answer: C11H16Cl2N4SbSe4W

***

Question: Which of these has the highest charge?
Answer: C18H32MoN2O3S4